Record 1
{
  "formula": "CH3FO4S",
  "method": "wB97M-V/def2-TZVPD",
  "symbols": ["C", "O", "O", "O", "O", "F", "S", "H", "H", "H"],
  "coordinates": [[2.94421, -0.35872, 0.16687], [-1.87387, 0.94244, -0.38488], [-4.24124, 0.37458, -0.39192], [1.71656, -0.32076, 0.39009], [1.01880, 0.74743, 0.14661], [-2.50320, -1.45175, -0.27294], [-3.04713, 0.07552, 0.31143], [3.49919, 0.48026, -0.24194], [-0.94477, 0.80155, -0.13325], [3.43145, -1.29055, 0.40995]],
  "forces_ev_per_a": [[0.13, 0.06, -0.03], [-1.39, -0.05, -0.28], [-0.17, 0.17, -0.45], [1.00, -1.75, 0.36], [-0.91, 1.72, -0.46], [-0.53, 1.50, 0.46], [2.04, -1.18, -0.15], [-0.39, 0.18, 0.01], [0.37, -0.52, 0.47], [-0.15, -0.13, 0.07]],
  "mulliken_charge": [-0.10, -0.41, -0.43, 0.12, -0.62, -0.32, 0.77, 0.29, 0.43, 0.26],
  "lumo_ev": [-1.12, -1.12],
  "homo_lumo_gap_ev": [9.497, 9.501],
  "multiplicity": 1,
  "e_above_lowest_ev": 1.183
}

***

Record 2
{
  "formula": "C28H40BNNiO4PSe2Si",
  "method": "wB97M-V/def2-TZVPD",
  "symbols": ["Ni", "Se", "P", "Se", "C", "C", "C", "C", "C", "C", "C", "C", "C", "C", "C", "C", "H", "H", "H", "H", "H", "H", "H", "H", "H", "H", "C", "Si", "C", "C", "C", "C", "H", "H", "H", "H", "H", "H", "H", "H", "H", "C", "C", "C", "O", "B", "O", "C", "C", "C", "H", "H", "H", "H", "H", "H", "H", "H", "H", "H", "H", "H", "O", "C", "O", "C", "N", "C", "C", "C", "H", "H", "H", "H", "H", "H", "H", "H", "H"],
  "coordinates": [[-0.07719, 0.12940, 0.09428], [2.23615, 0.28633, 0.27302], [2.31334, 1.95703, -1.13622], [0.55442, 3.13080, -1.30462], [2.80497, 1.25388, -2.75971], [2.15144, 1.62345, -3.92599], [2.52731, 1.06708, -5.14374], [3.55925, 0.14444, -5.19852], [4.22190, -0.22302, -4.03231], [3.84596, 0.32802, -2.81955], [3.78766, 2.97540, -0.75149], [4.80439, 2.51291, 0.07454], [5.93342, 3.29245, 0.29408], [6.05013, 4.53516, -0.30881], [5.03160, 5.00342, -1.12984], [3.90406, 4.22836, -1.34857], [1.33761, 2.33609, -3.86408], [2.00383, 1.35151, -6.04838], [3.84451, -0.29716, -6.14540], [5.02116, -0.95246, -4.06810], [4.34094, 0.01779, -1.90686], [4.70364, 1.54920, 0.55807], [6.71922, 2.92733, 0.94376], [6.92907, 5.14350, -0.13384], [5.11313, 5.97800, -1.59505], [3.09429, 4.59474, -1.96847], [-5.70977, 0.38632, 1.45352], [-4.79943, -0.93060, 0.47668], [-5.52387, -1.03370, -1.25113], [-5.02113, -2.58419, 1.33448], [-3.03821, -0.52367, 0.37394], [-1.84379, -0.26223, 0.27246], [-6.77800, 0.16452, 1.52355], [-5.59005, 1.36383, 0.98241], [-5.30785, 0.45649, 2.46692], [-6.58734, -1.28505, -1.22905], [-5.00447, -1.79764, -1.83490], [-5.40659, -0.07964, -1.76972], [-6.07672, -2.85700, 1.41443], [-4.59883, -2.55053, 2.34125], [-4.50314, -3.37264, 0.78424], [-2.14719, -1.29375, 4.07124], [-0.69610, -0.82644, 4.02160], [0.14049, -1.57718, 5.03975], [-0.20117, -1.12180, 2.70123], [-0.41580, 0.00962, 1.92237], [-0.77576, 1.09495, 2.70711], [-0.56395, 0.72162, 4.07904], [0.83963, 1.18044, 4.46076], [-1.60134, 1.41735, 4.94065], [-2.17760, -2.35501, 3.82022], [-2.74479, -0.75592, 3.33307], [-2.58332, -1.15458, 5.06280], [-0.01726, -2.64982, 4.91932], [-0.14888, -1.29938, 6.05665], [1.20085, -1.37130, 4.90568], [1.58919, 0.67897, 3.84700], [1.05356, 0.99256, 5.51513], [0.91539, 2.25156, 4.27140], [-2.60744, 1.22987, 4.56990], [-1.42593, 2.49361, 4.91904], [-1.53444, 1.07788, 5.97765], [-0.97291, -4.89851, -2.72700], [0.19378, -4.25302, -2.63968], [1.23708, -4.74322, -2.98673], [0.05902, -2.84090, -2.06762], [-1.36675, -2.49188, -1.93966], [-1.64716, -1.43856, -2.92754], [-0.33393, -0.68043, -3.08549], [0.72038, -1.78153, -2.98018], [0.52954, -2.85023, -1.08148], [-1.55713, -2.11556, -1.01541], [-1.62335, -4.21861, -2.40500], [-2.46933, -0.81856, -2.57304], [-1.93693, -1.89679, -3.87966], [-0.22487, 0.05231, -2.27386], [-0.26697, -0.11658, -4.01616], [1.66395, -1.42715, -2.56881], [0.93044, -2.21189, -3.96153]],
  "forces_ev_per_a": [[0.01, 0.12, 0.03], [0.01, -0.02, -0.02], [0.08, -0.02, -0.06], [-0.06, -0.07, 0.02], [0.01, -0.02, 0.02], [0.00, 0.01, -0.01], [-0.01, 0.01, 0.02], [0.01, -0.01, 0.01], [0.01, 0.01, -0.02], [0.00, 0.02, 0.00], [-0.03, 0.01, 0.00], [0.00, 0.01, 0.00], [0.00, -0.01, 0.01], [0.00, 0.01, -0.01], [0.00, -0.01, 0.00], [0.01, 0.00, 0.00], [-0.01, 0.00, 0.00], [0.00, 0.00, 0.00], [0.00, 0.00, 0.00], [0.00, 0.00, 0.00], [0.00, 0.00, 0.00], [0.00, 0.00, 0.00], [0.00, 0.00, 0.00], [0.00, 0.00, 0.00], [0.00, 0.00, 0.00], [0.00, 0.00, 0.00], [0.00, 0.01, 0.01], [-0.02, -0.02, 0.01], [0.02, 0.00, -0.01], [0.01, 0.00, 0.00], [0.04, -0.06, -0.05], [-0.02, 0.17, 0.05], [0.00, 0.00, 0.00], [0.00, 0.00, 0.00], [0.00, 0.00, 0.00], [0.00, 0.00, 0.00], [-0.01, 0.01, 0.00], [-0.01, -0.01, 0.00], [0.00, 0.00, 0.00], [0.00, 0.00, 0.00], [0.00, 0.00, 0.00], [0.00, 0.00, 0.00], [0.01, 0.00, -0.02], [0.00, 0.00, 0.01], [0.00, 0.00, 0.03], [-0.05, -0.08, -0.02], [0.00, -0.01, 0.01], [0.00, 0.00, 0.00], [0.00, 0.00, 0.00], [0.00, 0.00, 0.00], [0.00, 0.00, 0.00], [0.00, 0.00, 0.00], [0.00, 0.00, 0.00], [0.00, 0.00, 0.00], [0.00, 0.00, 0.00], [0.00, 0.00, 0.00], [0.00, 0.00, 0.00], [0.00, 0.00, 0.00], [0.00, 0.00, 0.00], [0.00, 0.00, 0.00], [0.00, 0.00, 0.00], [0.00, 0.00, 0.00], [0.00, 0.02, 0.00], [0.00, 0.02, -0.04], [0.02, 0.00, 0.04], [0.00, 0.01, -0.01], [-0.01, -0.04, -0.02], [0.02, -0.02, 0.00], [0.01, 0.06, 0.04], [0.03, -0.03, -0.05], [0.00, 0.00, 0.00], [0.00, 0.00, 0.01], [0.00, -0.01, 0.02], [-0.01, 0.00, 0.00], [0.00, 0.00, 0.00], [-0.01, -0.01, 0.02], [0.01, -0.01, -0.02], [-0.03, -0.01, 0.01], [0.01, -0.01, 0.00]],
  "mulliken_charge": [-0.30, -0.57, 0.03, -0.37, 0.77, -0.45, -0.48, -0.47, -0.55, -0.62, 0.82, -0.31, -0.63, -0.42, -0.62, -0.53, 0.35, 0.39, 0.37, 0.38, 0.34, 0.30, 0.39, 0.36, 0.37, 0.32, -1.00, -0.04, -1.04, -0.94, 0.20, 0.39, 0.30, 0.31, 0.25, 0.32, 0.29, 0.31, 0.33, 0.24, 0.30, -1.69, 1.67, -1.99, -0.48, 0.48, -0.46, 1.84, -1.99, -1.81, 0.58, 0.03, 0.34, 0.48, 0.33, 0.37, 0.35, 0.34, 0.51, 0.28, 0.47, 0.32, -0.59, 0.11, -0.63, 0.82, -0.41, -0.82, 0.56, -0.47, 0.21, -0.10, 0.48, 0.26, 0.36, -0.67, 0.52, -0.11, 0.43],
  "lumo_ev": [2.50, 2.50],
  "homo_lumo_gap_ev": [7.263, 7.262],
  "multiplicity": 1,
  "e_above_lowest_ev": 0.503,
  "charge": -1
}

***

Record 3
{
  "formula": "C5H9NS",
  "method": "wB97M-V/def2-TZVPD",
  "symbols": ["C", "C", "C", "C", "C", "N", "S", "H", "H", "H", "H", "H", "H", "H", "H", "H"],
  "coordinates": [[-0.47263, -0.69356, -1.08923], [0.85793, -0.74813, -0.94475], [-1.23237, 0.62524, -0.76933], [-2.23432, 0.41751, 0.40809], [2.61185, 0.61386, 0.41248], [1.55737, 0.41901, -0.57162], [0.01490, 1.79506, -0.13031], [-1.13669, -1.54526, -1.24882], [1.57396, -1.54771, -1.14115], [-1.65592, 1.10537, -1.65925], [-1.72617, 0.37771, 1.28771], [-2.67617, -0.54970, 0.14687], [-2.98007, 1.15235, 0.51190], [2.12728, 1.27459, 1.12716], [3.09036, -0.31804, 0.65296], [3.45620, 1.26951, 0.02177]],
  "forces_ev_per_a": [[-1.71, 1.03, 0.36], [2.74, 1.39, 0.43], [1.99, -0.05, 0.90], [-0.33, -1.50, -3.68], [0.78, 0.95, -2.31], [-1.44, -0.92, -0.11], [-1.00, 1.39, -0.12], [0.63, -0.04, -0.32], [-0.84, -0.64, 0.08], [-0.18, -0.48, 0.12], [1.54, -0.45, 2.49], [-0.49, 0.07, 0.62], [-0.88, 1.03, -0.30], [0.31, -0.66, 0.94], [-0.09, -0.36, 0.98], [-1.02, -0.75, -0.10]],
  "mulliken_charge": [-0.63, -0.11, 0.25, -1.25, -0.63, -0.20, -0.32, 0.31, 0.40, 0.34, 0.39, 0.31, 0.35, 0.21, 0.35, 0.24],
  "lumo_ev": [0.99, -1.39],
  "s_squared": 2.025,
  "homo_lumo_gap_ev": [7.136, 6.489],
  "multiplicity": 3,
  "e_above_lowest_ev": 0.583
}

***

Record 4
{
  "formula": "C50H45ClN3O6SSbSe2Ti",
  "method": "wB97M-V/def2-TZVPD",
  "symbols": ["Ti", "O", "C", "O", "C", "C", "Cl", "N", "N", "C", "C", "O", "O", "C", "C", "C", "C", "C", "C", "H", "H", "H", "H", "H", "H", "O", "C", "C", "C", "O", "C", "Se", "C", "Se", "H", "H", "H", "H", "H", "H", "H", "H", "H", "H", "S", "C", "C", "C", "C", "C", "C", "N", "C", "C", "C", "C", "C", "C", "C", "H", "H", "H", "H", "H", "H", "H", "H", "C", "C", "C", "C", "C", "C", "C", "Sb", "C", "C", "C", "C", "C", "C", "C", "C", "C", "C", "C", "C", "C", "C", "H", "H", "H", "H", "H", "H", "H", "H", "H", "H", "H", "H", "H", "H", "H", "H", "H", "H", "H", "H", "H"],
  "coordinates": [[0.43595, 0.80977, 1.69020], [5.78475, -0.95770, 1.10406], [5.20963, -1.80205, 1.94203], [5.82301, -2.67754, 2.49469], [3.74213, -1.63322, 2.18084], [2.99766, -2.38277, 3.07193], [3.45399, -3.62477, 4.11784], [1.71091, -1.97826, 3.01201], [1.57554, -1.00711, 2.10272], [2.78500, -0.79105, 1.59595], [2.87972, 0.35676, 0.62886], [3.95527, 0.80727, 0.29913], [1.71264, 0.81590, 0.25923], [0.57353, -2.59044, 3.65358], [0.32608, -2.34953, 4.99113], [-0.73898, -2.99362, 5.60484], [-1.53601, -3.86690, 4.87833], [-1.28779, -4.08066, 3.52717], [-0.22908, -3.43617, 2.90617], [5.16152, -0.26156, 0.77299], [0.95344, -1.66701, 5.55168], [-0.94358, -2.81091, 6.65210], [-2.35914, -4.37602, 5.36447], [-1.91343, -4.75463, 2.95338], [-0.02209, -3.58501, 1.85311], [-5.66155, 0.40408, 3.58642], [-5.05770, -0.22535, 2.46662], [-3.51798, -0.24570, 2.51370], [-3.07033, -1.11537, 3.69644], [-3.39563, -0.58109, 4.98281], [-3.05140, -0.93181, 1.24232], [-1.19012, -0.70776, 0.64757], [-3.03454, 1.19783, 2.62826], [-1.24785, 1.44809, 3.39516], [-5.24729, 0.04531, 4.38163], [-5.39595, 0.32330, 1.58466], [-5.40526, -1.26315, 2.36892], [-1.99894, -1.29345, 3.61664], [-3.58030, -2.07886, 3.63280], [-2.82303, 0.18333, 5.13078], [-3.63061, -0.60210, 0.37934], [-3.17665, -2.01045, 1.33669], [-3.69795, 1.76025, 3.27477], [-3.03333, 1.67054, 1.64948], [1.71769, 4.98902, 0.95201], [0.28082, 4.84049, -0.00958], [-0.29748, 5.76917, -0.87151], [-1.49927, 5.44032, -1.46438], [-2.10646, 4.19945, -1.22488], [-1.51553, 3.27119, -0.39576], [-0.31723, 3.60672, 0.22735], [0.37137, 2.82716, 1.15359], [1.43206, 3.42825, 1.62143], [2.21148, 2.80943, 2.69381], [3.32875, 3.42452, 3.25829], [3.95994, 2.82956, 4.33162], [3.45496, 1.64244, 4.85791], [2.35239, 1.03084, 4.28034], [1.71613, 1.57860, 3.16737], [0.17718, 6.72408, -1.06391], [-1.97860, 6.15160, -2.12620], [-3.04946, 3.96538, -1.70532], [-1.95143, 2.29791, -0.21229], [3.69609, 4.36459, 2.85889], [4.83426, 3.29229, 4.77292], [3.92698, 1.19431, 5.72535], [1.97656, 0.11391, 4.71576], [-1.32952, 2.72817, -4.39734], [-0.29592, 1.96045, -5.18884], [-0.14104, 2.23349, -6.54862], [0.79563, 1.55841, -7.31976], [1.60154, 0.59709, -6.72896], [1.45477, 0.31306, -5.37488], [0.50983, 0.97554, -4.58629], [0.15532, 0.49641, -2.48085], [-1.61451, -0.63562, -3.03597], [-2.78471, -0.12710, -2.46169], [-4.03694, -0.63948, -2.77050], [-4.13194, -1.69071, -3.67343], [-2.98136, -2.20107, -4.25404], [-1.71418, -1.68753, -3.96006], [-0.52514, -2.28954, -4.66885], [1.82199, -0.87615, -2.30247], [3.04784, -0.23861, -2.54368], [4.25910, -0.86959, -2.31034], [4.26680, -2.15936, -1.79442], [3.06376, -2.79599, -1.53544], [1.83175, -2.17945, -1.78384], [0.58275, -2.97358, -1.48202], [-1.77129, 3.52169, -5.00135], [-0.88303, 3.18374, -3.51195], [-2.13669, 2.06903, -4.06226], [-0.76826, 2.99053, -7.00898], [0.89410, 1.78511, -8.37591], [2.33959, 0.06359, -7.31664], [2.09058, -0.44484, -4.93576], [-2.71341, 0.68942, -1.74914], [-4.92766, -0.22445, -2.31268], [-5.09930, -2.10920, -3.92676], [-3.05991, -3.02108, -4.96312], [-0.62842, -3.37605, -4.73068], [0.41133, -2.05827, -4.16877], [-0.45820, -1.90318, -5.68967], [3.05596, 0.78621, -2.90547], [5.19047, -0.34937, -2.50475], [5.20460, -2.66296, -1.59019], [3.06886, -3.80299, -1.12683], [0.61960, -3.94233, -1.98709], [-0.32309, -2.45895, -1.78611], [0.50292, -3.16612, -0.40984]],
  "forces_ev_per_a": [[-1.92, -0.76, 0.83], [0.02, 0.13, -0.05], [-0.06, -0.07, 0.08], [-0.02, 0.03, -0.05], [0.17, 0.04, -0.17], [-0.08, -0.09, 0.15], [-0.01, -0.09, 0.02], [-0.30, -0.09, 0.19], [0.66, 0.15, -0.31], [0.01, -0.04, -0.15], [-0.12, -0.29, -0.01], [0.16, 0.10, -0.14], [1.19, -0.30, -0.16], [0.05, 0.10, -0.09], [0.01, 0.08, 0.12], [-0.02, -0.03, 0.02], [0.04, -0.01, -0.04], [0.01, -0.03, 0.04], [0.00, -0.07, -0.10], [0.00, -0.02, 0.00], [0.00, -0.07, -0.04], [0.00, 0.00, -0.05], [0.02, 0.04, -0.02], [0.03, 0.05, 0.05], [0.01, -0.01, 0.06], [-0.01, -0.11, -0.27], [-0.10, 0.01, 0.16], [-0.10, 0.10, 0.35], [-0.06, 0.12, 0.07], [-0.09, -0.08, -0.24], [0.14, -0.06, -0.10], [-0.18, 0.20, -0.04], [0.19, -0.07, -0.07], [0.18, -0.03, 0.32], [0.11, -0.02, 0.07], [0.00, 0.03, 0.00], [-0.06, 0.01, -0.04], [0.11, -0.03, 0.04], [-0.02, 0.00, 0.03], [0.11, 0.00, 0.00], [-0.07, 0.01, 0.01], [-0.07, -0.04, -0.06], [-0.11, 0.04, 0.06], [-0.11, 0.05, -0.09], [0.07, 0.13, 0.04], [0.05, 0.08, 0.00], [0.05, 0.07, -0.02], [-0.03, -0.03, -0.05], [-0.03, 0.02, -0.01], [-0.07, -0.05, 0.02], [0.06, -0.21, 0.19], [0.15, 0.58, -0.46], [0.00, 0.24, 0.09], [-0.07, -0.03, 0.03], [-0.02, 0.09, -0.09], [0.05, -0.01, 0.08], [-0.01, 0.02, 0.03], [0.00, 0.07, -0.04], [0.13, 0.47, 0.22], [-0.04, -0.05, 0.04], [0.03, -0.05, 0.03], [0.07, 0.01, 0.01], [-0.03, -0.02, -0.01], [0.01, -0.04, 0.04], [-0.05, -0.02, -0.02], [0.00, 0.02, -0.05], [0.01, -0.07, -0.02], [0.09, -0.13, -0.10], [0.08, -0.02, 0.02], [0.02, -0.06, 0.07], [-0.01, 0.00, 0.04], [-0.06, 0.03, 0.08], [-0.13, 0.15, 0.03], [0.06, 0.03, -0.15], [-0.06, -0.13, -0.75], [0.01, -0.05, -0.03], [0.00, -0.11, -0.06], [0.05, -0.02, -0.04], [0.03, 0.04, 0.03], [0.03, 0.00, 0.00], [-0.05, 0.03, 0.05], [-0.15, 0.04, 0.01], [0.02, -0.05, 0.16], [-0.08, -0.09, 0.03], [-0.02, -0.01, -0.04], [-0.03, 0.00, -0.02], [-0.01, 0.04, 0.01], [0.00, 0.05, -0.06], [0.14, 0.02, -0.02], [0.00, -0.02, 0.02], [-0.01, 0.02, 0.03], [0.02, 0.04, 0.00], [0.02, -0.03, 0.03], [0.00, -0.01, 0.07], [-0.02, 0.01, 0.03], [-0.01, -0.02, 0.02], [0.01, -0.01, 0.01], [0.02, -0.01, -0.01], [0.05, 0.01, 0.01], [0.01, 0.06, 0.05], [0.01, 0.06, 0.01], [0.04, -0.01, 0.02], [0.02, 0.00, 0.05], [0.02, -0.04, -0.01], [-0.07, -0.03, 0.02], [-0.04, 0.03, 0.01], [0.00, 0.04, -0.04], [-0.01, 0.04, -0.01], [-0.04, 0.02, 0.00], [0.00, 0.01, 0.00]],
  "mulliken_charge": [-0.37, -0.61, 0.27, -0.63, 0.59, 0.15, -0.14, -0.14, 2.03, -0.84, 1.14, -0.93, 0.44, -1.12, 0.21, -0.82, -0.50, -0.86, 0.36, 0.32, 0.42, 0.42, 0.42, 0.43, 0.29, -0.59, -1.08, 2.42, -1.18, -0.73, -1.90, -0.38, -1.82, -0.29, 0.44, 0.40, 0.44, -0.16, 0.76, 0.44, 0.50, 0.65, 0.67, 0.49, -0.45, 0.92, -0.71, -0.62, -1.18, 1.20, -1.31, 1.32, 0.41, 0.62, -0.89, -0.90, -0.86, -0.09, 0.75, 0.44, 0.41, 0.46, -0.31, 0.46, 0.41, 0.49, 0.63, -1.14, 0.78, -0.71, -0.71, -0.94, -0.50, 0.61, 0.47, 0.44, -1.17, -1.01, -0.79, -0.64, 1.26, -1.50, 0.67, -0.77, -0.99, -0.59, -0.71, 1.18, -0.80, 0.49, 0.05, 0.23, 0.38, 0.37, 0.44, 0.33, 0.67, 0.51, 0.38, 0.45, 0.52, -0.10, 0.42, 0.45, 0.41, 0.42, 0.43, 0.55, -0.44, -0.22],
  "lumo_ev": -1.07,
  "homo_lumo_gap_ev": 6.811,
  "multiplicity": 1,
  "e_above_lowest_ev": 0.304
}